ORCA calculation (ωB97M-V/def2-TZVPD) on the ion C4H9NO with charge -1.

Each line ends with the Löwdin spin population.
CARTESIAN COORDINATES (ANGSTROEM)
C -0.747 0.257 -1.571  0.0009
N -1.206 -0.044 -0.183  0.0358
C 0.933 -1.147 0.664  0.0344
C -0.130 0.017 0.821  0.0717
C 0.549 1.390 0.834  0.4354
O 1.310 1.851 -0.085  0.3312
H -1.454 1.028 -1.912  0.0024
H 0.222 0.720 -1.724  -0.0002
H -0.896 -0.616 -2.212  0.0015
H -1.694 -0.937 -0.197  0.0064
H 1.443 -1.135 1.628  0.0076
H 0.294 -2.019 0.482  0.0080
H 1.609 -1.019 -0.172  0.0034
H -0.646 -0.203 1.785  0.0078
H 0.414 1.857 1.843  0.0539

Output
- ΔE to the lowest compared entry with this formula, charge and spin: 0.5162 eV
- Orbital gap (alpha / beta): 4.0 / 7.3 eV
- Multiplicity: 2
- Charge: -1

=====

ORCA calculation (ωB97M-V/def2-TZVPD) on a structure of composition C42H36F5IrN4PS.

Each line ends with the Löwdin spin population.
CARTESIAN COORDINATES (ANGSTROEM)
Ir 0.226 -1.256 -0.171  0.0249
F -4.746 3.103 3.221  0.0096
C -3.674 2.458 2.800  0.0287
C -3.539 2.141 1.459  -0.0045
F -4.491 2.482 0.595  -0.0036
C -2.417 1.467 1.019  0.0234
F -2.333 1.208 -0.288  0.0055
C -1.400 1.084 1.887  0.0120
S 0.139 0.347 1.457  0.2511
C -1.562 1.423 3.234  0.0270
F -0.616 1.105 4.114  0.0064
C -2.678 2.096 3.694  -0.0047
F -2.800 2.394 4.978  -0.0038
C 0.162 -5.248 -2.082  -0.0005
C -0.226 -3.984 -1.629  0.0025
N 0.615 -3.164 -1.019  -0.0002
C 1.900 -3.562 -0.825  0.0020
C 2.373 -4.803 -1.258  0.0000
C 1.460 -5.655 -1.905  0.0029
C 3.749 -5.145 -1.033  0.0001
C 4.582 -4.280 -0.417  -0.0005
C 4.116 -3.001 0.038  0.0000
C 4.951 -2.062 0.672  0.0004
C 4.426 -0.861 1.069  0.0002
C 3.070 -0.601 0.858  0.0032
N 2.256 -1.467 0.275  0.0017
C 2.777 -2.654 -0.151  0.0007
H -0.563 -5.879 -2.575  -0.0001
H -1.233 -3.618 -1.768  0.0001
H 1.790 -6.624 -2.258  0.0001
H 4.104 -6.109 -1.371  0.0000
H 5.619 -4.538 -0.250  0.0000
H 5.995 -2.297 0.838  0.0000
H 5.033 -0.112 1.558  0.0000
H 2.637 0.330 1.197  0.0041
C 5.202 4.536 -0.626  0.0346
C 5.142 3.163 -0.840  -0.0028
C 3.942 2.494 -0.688  0.0302
C 2.783 3.194 -0.333  0.0607
C 2.849 4.571 -0.121  0.0338
C 4.059 5.234 -0.270  -0.0007
P 1.254 2.255 -0.138  0.3292
C -0.070 3.447 0.086  0.0185
C -0.995 3.745 -0.911  0.0109
C -1.994 4.675 -0.666  0.0003
C -2.075 5.305 0.568  0.0072
C -1.155 5.010 1.567  -0.0017
C -0.156 4.081 1.330  0.0073
C 1.046 1.308 -1.660  0.0272
C 1.351 1.988 -2.849  0.0121
C 1.287 1.363 -4.079  0.0014
C 0.941 0.023 -4.135  0.0066
C 0.659 -0.672 -2.968  0.0014
C 0.695 -0.053 -1.715  0.0070
H 6.141 5.059 -0.742  0.0018
H 6.031 2.620 -1.132  -0.0008
H 3.897 1.428 -0.882  0.0010
H 1.963 5.131 0.142  0.0016
H 4.102 6.304 -0.115  -0.0004
H -0.939 3.252 -1.873  0.0005
H -2.710 4.911 -1.442  0.0000
H -2.856 6.031 0.753  0.0003
H -1.215 5.505 2.528  -0.0002
H 0.559 3.847 2.112  0.0006
H 1.647 3.029 -2.801  0.0008
H 1.516 1.914 -4.981  0.0001
H 0.899 -0.491 -5.087  0.0004
H 0.410 -1.722 -3.041  0.0002
C -1.865 -4.073 1.873  0.0006
C -2.044 -2.567 1.754  0.0100
N -3.121 -2.185 0.837  0.0005
C -4.475 -2.357 1.393  0.0003
C -4.967 -1.125 2.137  0.0001
C -2.913 -1.631 -0.360  0.0003
C -4.107 -1.328 -1.223  0.0000
N -1.722 -1.361 -0.835  0.0011
H -0.987 -4.291 2.481  0.0001
H -1.727 -4.529 0.892  0.0000
H -2.718 -4.550 2.351  0.0003
H -1.111 -2.104 1.424  0.0082
H -2.257 -2.121 2.728  0.0001
H -4.427 -3.204 2.074  0.0000
H -5.162 -2.644 0.601  0.0000
H -4.293 -0.867 2.956  0.0000
H -5.949 -1.319 2.566  0.0000
H -5.052 -0.260 1.479  0.0000
H -4.648 -2.241 -1.473  0.0000
H -3.792 -0.849 -2.146  0.0000
H -4.796 -0.659 -0.711  0.0000
H -1.781 -0.938 -1.752  0.0002

Output
- ΔE to the lowest compared entry with this formula, charge and spin: 0.0000 eV
- Orbital gap (alpha / beta): 6.0 / 6.4 eV
- Multiplicity: 2
- Charge: +2

=====

ORCA calculation (ωB97M-V/def2-TZVPD) on a cluster of 3 separate species, C31H50BClN8O8P2S in total.

Each line ends with the Löwdin charge.
CARTESIAN COORDINATES (ANGSTROEM)
C 0.820 1.645 3.783  -0.1046
C -0.074 0.395 3.681  -0.2540
C -0.153 -0.160 2.246  -0.1985
C -1.057 0.771 1.392  -0.1794
N -0.988 0.347 0.008  0.0369
C -1.537 1.052 -1.092  -0.2593
C -2.397 2.112 -0.363  -0.6942
O -1.951 3.245 -0.093  -0.0250
O -3.476 1.689 0.117  0.0206
C -2.519 0.128 -1.871  -0.2995
N -3.024 -0.915 -0.970  0.1565
B -3.968 0.655 -2.429  -0.5378
O -4.584 1.894 -2.354  0.1365
N -4.773 -0.432 -3.076  -0.1213
C -5.170 -0.076 -4.455  -0.1061
C -6.038 -0.593 -2.305  -0.0780
O -1.972 -0.645 -2.960  -0.1649
C -1.054 -0.098 -3.836  -0.7454
Cl -1.981 0.846 -5.082  0.7698
P -0.612 -1.700 -4.802  0.7983
N -0.173 -1.540 -6.300  -0.2902
C 0.111 0.619 -3.062  -0.3330
N 1.008 1.439 -3.863  0.1695
C 1.048 1.450 -5.094  -0.3257
O 1.460 1.282 -6.147  0.2448
N 1.031 -0.374 -2.540  0.0807
C 2.309 -0.621 -3.187  -0.3981
C 3.664 -0.499 -2.488  0.0171
O 2.383 -1.047 -4.305  0.1230
C 0.763 -1.438 -1.620  -0.4262
C 1.580 -1.532 -0.323  0.0016
O -0.076 -2.293 -1.727  0.1142
N -0.405 1.676 -2.014  -0.0936
C 0.693 2.105 -1.092  -0.0961
C 1.737 3.153 -1.514  -0.3764
O 1.637 4.279 -0.626  -0.0894
C 3.224 2.685 -1.397  -0.1958
N 3.846 2.699 -2.748  0.0029
P -1.156 3.150 -2.908  0.5179
S -0.796 4.964 -2.394  0.3441
H 0.218 2.553 3.704  0.0754
H 1.429 1.664 4.686  0.0642
H 1.516 1.678 2.937  0.0664
H -1.056 0.519 4.140  0.1043
H 0.448 -0.387 4.248  0.0972
H 0.854 -0.015 1.840  0.0824
H -0.487 -1.200 2.217  0.1143
H -0.666 1.762 1.625  0.1142
H -2.038 0.689 1.875  0.1324
H -0.903 -0.653 -0.040  0.0968
H -3.161 -1.768 -1.495  0.1092
H -3.848 -0.599 -0.478  0.0842
H -4.483 2.445 -3.134  0.0949
H -5.008 0.971 -4.734  0.0692
H -4.553 -0.668 -5.143  0.0680
H -6.192 -0.398 -4.655  0.0835
H -5.894 -0.487 -1.229  0.0842
H -6.478 -1.553 -2.584  0.0886
H -6.765 0.174 -2.604  0.0865
H -1.801 -2.466 -4.775  0.0353
H 0.355 -2.457 -4.130  0.0118
H -0.114 -0.563 -6.562  -0.0743
H 4.313 0.168 -3.044  0.0802
H 3.616 -0.310 -1.420  0.0471
H 4.106 -1.495 -2.591  0.1011
H 2.322 -2.320 -0.512  0.0971
H 2.122 -0.618 -0.089  0.0580
H 0.966 -1.881 0.498  0.0751
H 0.288 2.555 -0.181  0.1289
H 1.261 1.264 -0.710  0.1034
H 1.652 3.562 -2.521  0.0848
H 2.296 4.924 -0.897  0.0895
H 3.309 1.727 -0.881  0.0896
H 3.783 3.397 -0.783  0.1128
H 4.075 3.672 -2.933  0.0749
H 4.766 2.276 -2.640  0.0606
H -2.548 2.998 -2.813  0.0002
H -0.899 3.087 -4.275  -0.0475
C -1.733 -1.389 8.341  -0.0988
C -2.980 -0.897 8.703  -0.0983
C -3.332 0.407 8.383  -0.0958
C -2.441 1.217 7.692  -0.0920
C -1.196 0.724 7.328  -0.1026
C -0.840 -0.577 7.655  -0.0995
H -1.458 -2.405 8.593  0.0989
H -3.677 -1.531 9.235  0.0995
H -4.302 0.792 8.670  0.1004
H -2.717 2.232 7.439  0.1021
H -0.501 1.355 6.788  0.0936
H 0.133 -0.959 7.374  0.0982
C 5.400 -5.587 2.358  -0.0924
C 4.178 -5.042 2.728  -0.0926
C 3.851 -3.749 2.348  -0.0990
C 4.743 -3.003 1.590  -0.1090
C 5.964 -3.548 1.216  -0.0980
C 6.294 -4.839 1.604  -0.0942
H 5.656 -6.595 2.657  0.1020
H 3.481 -5.627 3.314  0.1021
H 2.900 -3.321 2.642  0.0973
H 4.486 -1.994 1.289  0.0903
H 6.658 -2.966 0.624  0.0993
H 7.248 -5.263 1.318  0.1016

Output
- SMILES string: CCCCN[C@]1(C(=O)[O-])[C@@](N)(B(O)N(C)C)O[C@](Cl)([PH2]=N)[C@](N=C=O)(N(C(C)=O)C(C)=O)[N@@+]1(C[C@@H](O)CN)[PH2]=S.c1ccccc1.c1ccccc1
- Orbital gap: 7.8 eV

=====

ORCA calculation (ωB97M-V/def2-TZVPD) on a structure of composition C5H7Br3O2.

Each line ends with the Löwdin charge.
CARTESIAN COORDINATES (ANGSTROEM)
O 14.326 18.447 -1.553  0.0320
C 14.585 19.404 -2.330  -0.6206
O 15.554 20.175 -2.163  0.0604
C 15.775 21.153 -3.153  -0.0942
C 14.494 21.007 -4.061  -0.1217
C 13.736 19.823 -3.472  -0.2649
H 16.587 20.772 -3.772  0.1240
H 16.033 22.039 -2.572  0.1346
H 14.836 20.881 -5.088  0.1074
H 14.000 21.973 -4.161  0.1079
H 13.623 18.978 -4.151  0.1506
H 12.770 20.194 -3.128  -0.2763
C 10.258 21.375 -1.691  -1.3382
Br 9.512 20.748 0.080  0.4933
Br 12.084 20.513 -1.914  1.0205
Br 10.296 23.366 -1.693  0.5055
H 9.763 21.163 -2.638  -0.0204

Output
- ΔE to the lowest compared entry with this formula, charge and spin: 4.3348 eV
- Orbital gap: 8.8 eV

=====

ORCA calculation (ωB97M-V/def2-TZVPD) on a cluster of 2 separate species, C4Cl3F3O in total.

Each line ends with the Löwdin charge.
CARTESIAN COORDINATES (ANGSTROEM)
C -1.364 0.086 -0.648  -0.3054
C 1.897 -0.679 0.158  -0.7182
C -2.364 -0.272 0.153  -1.1977
C 1.480 0.366 0.796  -0.3913
O -0.411 0.366 -1.314  0.1401
F 3.001 -0.635 -0.547  0.0875
F 2.190 1.495 0.870  0.1457
F 0.298 0.462 1.419  0.1099
Cl 0.953 -2.086 0.103  0.8078
Cl -3.509 0.875 0.696  0.6649
Cl -2.623 -1.960 0.220  0.6567

Output
- SMILES string: FC(F)=C(F)Cl.O=C=C(Cl)Cl
- ΔE to the lowest compared entry with this formula, charge and spin: 0.2566 eV
- Orbital gap: 8.7 eV

=====

ORCA calculation (ωB97M-V/def2-TZVPD) on the ion H4NO2Si with charge -1.

Each line ends with the Löwdin charge.
CARTESIAN COORDINATES (ANGSTROEM)
N -1.620 0.354 -0.122  -0.3224
O -0.449 0.993 0.307  -0.4540
O -1.436 -1.026 -0.061  -0.4500
Si 0.868 -0.089 0.294  0.4394
H -1.535 0.683 -1.105  0.0577
H 1.909 0.946 0.553  -0.1080
H 1.089 -1.088 1.354  -0.1079
H 1.173 -0.772 -1.220  -0.0548

Output
- SMILES string: [O-]NO[SiH3]
- ΔE to the lowest compared entry with this formula, charge and spin: 1.0337 eV
- Orbital gap: 6.6 eV
- Charge: -1

=====

ORCA calculation (ωB97M-V/def2-TZVPD) on a structure of composition C20H39Cl3InN3O3Si.

Each line ends with the Löwdin charge.
CARTESIAN COORDINATES (ANGSTROEM)
C -4.182 -1.473 -4.290  -0.0623
C -4.044 -0.842 -2.925  -0.1825
H -5.072 -1.130 -4.866  0.0821
H -4.369 -2.538 -4.108  0.0870
H -3.302 -1.345 -4.929  0.0731
C -5.182 -0.469 -2.310  -0.1228
C -6.571 -0.859 -2.698  -0.0997
H -5.145 0.116 -1.403  0.0814
H -6.718 -1.944 -2.614  0.0871
H -6.941 -0.570 -3.683  0.0747
H -7.266 -0.420 -2.001  0.0612
In 2.511 -0.273 0.050  0.0064
Cl 3.734 0.125 -2.151  -0.0125
Cl 2.717 -2.472 1.020  0.0586
H 6.306 -0.537 2.768  0.1021
H 7.424 -1.140 -0.334  0.1002
C 5.665 -1.197 2.161  -0.0463
C 6.390 -1.515 -0.248  -0.0313
N 5.674 -0.748 0.766  -0.1837
H 4.644 -1.191 2.560  0.0527
C 5.119 0.422 0.458  -0.3664
O 4.051 0.862 1.006  -0.1393
H 5.877 -1.393 -1.211  0.0562
H 5.579 1.008 -0.351  0.1258
H 6.051 -2.212 2.194  0.0893
H 6.400 -2.569 0.041  0.0975
H -2.918 -3.264 0.068  0.0907
H -5.132 -1.526 0.643  0.0821
C -2.820 -3.141 1.163  -0.0389
C -4.687 -1.602 1.645  -0.0481
N -3.244 -1.810 1.558  -0.1934
H -1.779 -3.304 1.468  0.0829
C -2.347 -0.878 1.970  -0.3188
O -1.118 -0.988 1.875  -0.0140
H -4.875 -0.679 2.196  0.0898
H -2.842 0.015 2.388  0.1248
H -3.483 -3.879 1.642  0.0941
H -5.149 -2.454 2.159  0.0911
O -1.735 -1.926 -2.078  -0.2890
C -2.519 -0.562 -2.464  -0.1153
C -3.054 0.669 -0.338  -0.0805
C -2.377 0.639 -1.550  -0.2173
H -3.612 -0.236 -0.099  0.0800
C -3.167 1.832 0.420  -0.0814
H -1.948 -0.237 -3.375  0.1335
C -1.843 1.874 -2.005  -0.0508
H -3.728 1.839 1.351  0.0976
C -2.585 3.029 -0.013  -0.0878
C -1.911 3.030 -1.235  -0.0935
H -1.453 1.964 -3.027  0.1213
H -2.698 3.932 0.592  0.1038
H -1.466 3.977 -1.592  0.1117
Si -0.500 -3.037 -2.323  0.4305
Cl 0.715 -0.272 -1.325  0.2463
C -0.280 -4.292 -0.897  -0.1618
C 1.497 -3.261 -2.797  -0.2165
C -1.192 -3.444 -3.956  -0.1811
H -0.903 -4.003 -0.050  -0.0284
H 0.726 -4.439 -0.468  0.0201
H -0.603 -5.296 -1.198  0.0359
H -2.176 -3.821 -3.647  0.0294
H -0.729 -4.140 -4.637  0.0289
H -1.335 -2.490 -4.486  0.0339
H 2.224 -2.785 -2.128  -0.0461
H 1.761 -2.893 -3.812  0.0163
H 1.802 -4.328 -2.814  0.0238
N 0.914 1.041 1.103  -0.0081
H 1.430 1.672 1.701  0.0534
H 0.256 0.407 1.596  0.0300
H 0.369 1.542 0.384  0.0303

Output
- Orbital gap: 8.3 eV

=====

ORCA calculation (ωB97M-V/def2-TZVPD) on a cluster of 3 separate species, C3H12NO3S in total.

Each line ends with the Löwdin charge.
CARTESIAN COORDINATES (ANGSTROEM)
C 1.476 0.664 0.411  -0.2333
O 0.681 1.879 0.536  -0.2475
C 0.362 -0.527 0.509  -0.4257
C 1.072 -1.810 0.884  -0.5791
S 0.146 -3.209 1.676  0.5844
N -0.442 -0.740 -0.723  0.0022
H 2.021 0.824 -0.541  0.1103
H 2.164 0.688 1.157  0.0531
H -0.248 -0.135 1.422  0.1529
H 2.106 -1.916 1.189  0.0484
H 1.167 -2.383 -0.094  0.0528
H -0.873 -2.807 0.842  -0.1339
H -0.065 -0.001 -1.516  0.1238
H -1.443 -0.654 -0.688  0.0232
H -2.293 1.494 -0.931  0.0719
H -2.173 1.597 0.502  0.0225
O -2.791 1.066 -0.064  -0.2028
H 0.157 1.867 -0.489  0.0272
H -0.383 2.131 -2.453  -0.1291
O -0.640 1.972 -1.628  -0.3214

Output
- ΔE to the lowest compared entry with this formula, charge and spin: 2.2270 eV
- Orbital gap: 7.9 eV
- Charge: -1

=====

Repeat the seventh record exactly.
ORCA calculation (ωB97M-V/def2-TZVPD) on a structure of composition C20H39Cl3InN3O3Si.

Each line ends with the Löwdin charge.
CARTESIAN COORDINATES (ANGSTROEM)
C -4.182 -1.473 -4.290  -0.0623
C -4.044 -0.842 -2.925  -0.1825
H -5.072 -1.130 -4.866  0.0821
H -4.369 -2.538 -4.108  0.0870
H -3.302 -1.345 -4.929  0.0731
C -5.182 -0.469 -2.310  -0.1228
C -6.571 -0.859 -2.698  -0.0997
H -5.145 0.116 -1.403  0.0814
H -6.718 -1.944 -2.614  0.0871
H -6.941 -0.570 -3.683  0.0747
H -7.266 -0.420 -2.001  0.0612
In 2.511 -0.273 0.050  0.0064
Cl 3.734 0.125 -2.151  -0.0125
Cl 2.717 -2.472 1.020  0.0586
H 6.306 -0.537 2.768  0.1021
H 7.424 -1.140 -0.334  0.1002
C 5.665 -1.197 2.161  -0.0463
C 6.390 -1.515 -0.248  -0.0313
N 5.674 -0.748 0.766  -0.1837
H 4.644 -1.191 2.560  0.0527
C 5.119 0.422 0.458  -0.3664
O 4.051 0.862 1.006  -0.1393
H 5.877 -1.393 -1.211  0.0562
H 5.579 1.008 -0.351  0.1258
H 6.051 -2.212 2.194  0.0893
H 6.400 -2.569 0.041  0.0975
H -2.918 -3.264 0.068  0.0907
H -5.132 -1.526 0.643  0.0821
C -2.820 -3.141 1.163  -0.0389
C -4.687 -1.602 1.645  -0.0481
N -3.244 -1.810 1.558  -0.1934
H -1.779 -3.304 1.468  0.0829
C -2.347 -0.878 1.970  -0.3188
O -1.118 -0.988 1.875  -0.0140
H -4.875 -0.679 2.196  0.0898
H -2.842 0.015 2.388  0.1248
H -3.483 -3.879 1.642  0.0941
H -5.149 -2.454 2.159  0.0911
O -1.735 -1.926 -2.078  -0.2890
C -2.519 -0.562 -2.464  -0.1153
C -3.054 0.669 -0.338  -0.0805
C -2.377 0.639 -1.550  -0.2173
H -3.612 -0.236 -0.099  0.0800
C -3.167 1.832 0.420  -0.0814
H -1.948 -0.237 -3.375  0.1335
C -1.843 1.874 -2.005  -0.0508
H -3.728 1.839 1.351  0.0976
C -2.585 3.029 -0.013  -0.0878
C -1.911 3.030 -1.235  -0.0935
H -1.453 1.964 -3.027  0.1213
H -2.698 3.932 0.592  0.1038
H -1.466 3.977 -1.592  0.1117
Si -0.500 -3.037 -2.323  0.4305
Cl 0.715 -0.272 -1.325  0.2463
C -0.280 -4.292 -0.897  -0.1618
C 1.497 -3.261 -2.797  -0.2165
C -1.192 -3.444 -3.956  -0.1811
H -0.903 -4.003 -0.050  -0.0284
H 0.726 -4.439 -0.468  0.0201
H -0.603 -5.296 -1.198  0.0359
H -2.176 -3.821 -3.647  0.0294
H -0.729 -4.140 -4.637  0.0289
H -1.335 -2.490 -4.486  0.0339
H 2.224 -2.785 -2.128  -0.0461
H 1.761 -2.893 -3.812  0.0163
H 1.802 -4.328 -2.814  0.0238
N 0.914 1.041 1.103  -0.0081
H 1.430 1.672 1.701  0.0534
H 0.256 0.407 1.596  0.0300
H 0.369 1.542 0.384  0.0303

Output
- Orbital gap: 8.3 eV